Entry 1:
{"formula": "C4H5N", "method": "the ωB97M-V functional and the def2-TZVPD basis", "e_lumo_ev": 0.87, "max_force_ev_per_a": 0.59, "de_lowest_ev": 4.866, "total_energy_ev": -5713.9801, "elements": ["N", "C", "C", "C", "C", "H", "H", "H", "H", "H"], "positions_angstrom": [[0.689, 1.336, -0.326], [1.245, 0.224, -0.013], [0.440, -0.975, 0.232], [-0.857, -0.648, 0.109], [-1.762, 0.303, 0.083], [1.369, 2.084, -0.425], [2.329, 0.105, 0.090], [0.865, -1.946, 0.448], [-1.950, -0.974, 0.605], [-2.369, 0.492, -0.803]], "forces_ev_per_a": [[0.37, -0.13, 0.02], [-0.06, 0.10, -0.04], [-0.12, 0.01, -0.05], [-0.10, 0.57, 0.11], [0.22, -0.31, -0.09], [0.03, -0.08, -0.01], [-0.13, 0.04, 0.01], [-0.17, 0.21, -0.03], [0.00, -0.31, -0.04], [-0.04, -0.11, 0.12]]}

Entry 2:
{"formula": "C15H37FN3O3", "method": "the ωB97M-V functional and the def2-TZVPD basis", "charge": 1, "e_lumo_ev": -4.02, "max_force_ev_per_a": 2.82, "total_energy_ev": -29478.6622, "elements": ["C", "C", "C", "F", "N", "C", "N", "C", "C", "N", "H", "H", "H", "H", "H", "H", "H", "H", "H", "H", "H", "H", "H", "C", "C", "C", "O", "H", "H", "H", "H", "H", "H", "H", "H", "C", "C", "C", "O", "H", "H", "H", "H", "H", "H", "H", "H", "C", "C", "C", "O", "H", "H", "H", "H", "H", "H", "H", "H"], "positions_angstrom": [[2.542, -1.870, 1.980], [2.379, -0.624, 2.878], [2.410, 0.619, 2.039], [1.266, 0.755, 1.285], [2.576, 1.818, 2.852], [3.040, 2.922, 2.217], [4.339, 3.366, 2.178], [4.554, 3.486, 0.705], [3.139, 4.008, 0.251], [2.316, 3.736, 1.452], [3.263, -2.564, 2.387], [2.920, -1.555, 1.008], [1.585, -2.335, 1.794], [3.129, -0.596, 3.658], [1.383, -0.676, 3.311], [3.240, 0.598, 1.333], [2.375, 1.796, 3.835], [4.926, 2.638, 2.579], [4.670, 2.507, 0.246], [5.412, 4.076, 0.424], [2.856, 3.407, -0.603], [3.189, 5.043, -0.057], [1.361, 3.439, 1.231], [-1.809, 1.474, -0.164], [-1.662, 2.929, -0.579], [-2.122, 3.145, -2.008], [-0.290, 3.339, -0.444], [-1.200, 0.831, -0.806], [-1.469, 1.329, 0.863], [-2.847, 1.148, -0.234], [-2.237, 3.562, 0.096], [-1.519, 2.547, -2.698], [-2.006, 4.190, -2.298], [-3.167, 2.864, -2.131], [0.227, 2.787, -1.041], [-2.631, -1.538, -4.043], [-2.488, -0.088, -4.476], [-2.950, 0.115, -5.910], [-1.124, 0.329, -4.340], [-2.016, -2.187, -4.672], [-2.291, -1.666, -3.014], [-3.666, -1.873, -4.111], [-3.069, 0.552, -3.811], [-2.344, -0.484, -6.595], [-2.836, 1.159, -6.204], [-3.995, -0.169, -6.034], [-0.593, -0.224, -4.921], [-1.621, -5.318, 3.770], [-1.403, -4.315, 2.649], [-2.184, -4.696, 1.401], [-0.007, -4.215, 2.343], [-1.276, -6.310, 3.467], [-1.053, -5.032, 4.656], [-2.675, -5.387, 4.040], [-1.709, -3.322, 2.982], [-1.856, -5.670, 1.029], [-2.016, -3.969, 0.606], [-3.254, -4.748, 1.605], [0.289, -5.081, 2.046]], "forces_ev_per_a": [[0.10, 0.70, -0.22], [-0.58, -0.70, -0.59], [0.44, 0.80, 0.39], [-0.26, -0.16, -0.18], [-0.17, -0.19, 0.55], [0.13, 2.42, 0.19], [0.16, -2.54, -0.28], [-0.90, 0.52, -0.25], [1.74, 0.81, 0.06], [-0.61, -2.25, -1.58], [-0.09, -0.29, 0.16], [0.15, -0.09, -0.16], [-0.06, -0.36, 0.14], [0.15, 0.17, 0.14], [-0.01, 0.16, 0.45], [0.07, -0.10, -0.21], [0.08, 0.02, 0.20], [0.28, 0.38, 0.17], [0.30, -0.24, 0.23], [-0.03, 0.46, 0.18], [-0.64, -0.02, 0.01], [-0.37, 0.26, 0.25], [-0.16, 0.21, 0.19], [0.11, 0.01, 0.18], [-0.14, -0.42, -0.26], [0.11, 0.18, -0.12], [0.38, 0.17, 0.40], [-0.06, 0.01, -0.08], [-0.05, 0.02, 0.01], [-0.01, 0.00, -0.02], [0.15, 0.11, 0.06], [-0.07, -0.11, 0.03], [-0.06, 0.03, 0.05], [-0.01, -0.01, 0.00], [-0.12, -0.06, -0.15], [0.02, 0.03, 0.18], [0.13, -0.37, -0.36], [-0.01, 0.17, 0.01], [-0.11, 0.23, 0.29], [-0.06, 0.01, -0.08], [-0.03, 0.02, 0.02], [0.00, -0.02, -0.02], [0.11, 0.08, 0.05], [-0.04, -0.08, 0.03], [-0.03, 0.02, 0.03], [0.00, -0.02, -0.01], [0.03, -0.02, -0.06], [0.08, 0.09, 0.12], [-0.05, -0.49, -0.11], [0.03, 0.15, -0.09], [-0.02, 0.33, 0.06], [-0.07, -0.01, -0.06], [-0.02, 0.03, 0.01], [-0.01, -0.02, -0.01], [0.12, 0.06, -0.01], [-0.04, -0.05, 0.07], [-0.02, 0.03, 0.02], [-0.01, -0.02, 0.00], [0.01, -0.06, -0.01]]}

Entry 3:
{"formula": "C28H29CsN13O3S", "method": "the ωB97M-V functional and the def2-TZVPD basis", "charge": -1, "e_lumo_ev": 1.71, "max_force_ev_per_a": 4.24, "de_lowest_ev": 1.067, "total_energy_ev": -66405.2179, "elements": ["Cs", "N", "C", "S", "N", "N", "C", "C", "C", "C", "C", "C", "C", "O", "H", "H", "H", "H", "H", "H", "H", "N", "C", "N", "C", "N", "N", "C", "N", "C", "C", "C", "C", "C", "N", "H", "H", "H", "H", "H", "H", "H", "H", "N", "C", "C", "C", "N", "C", "C", "H", "H", "H", "H", "H", "H", "O", "C", "N", "C", "O", "C", "C", "C", "C", "N", "C", "H", "H", "H", "H", "H", "H", "H", "H"], "positions_angstrom": [[1.170, -0.269, -0.347], [-0.253, 3.250, 3.265], [0.338, 2.068, 3.094], [1.638, 1.883, 2.033], [-0.156, 0.993, 3.811], [0.687, 0.036, 3.731], [0.780, -1.085, 4.271], [2.026, -1.903, 4.055], [2.651, -2.401, 5.194], [3.960, -2.916, 5.079], [4.603, -3.014, 3.843], [4.001, -2.530, 2.709], [2.648, -1.999, 2.771], [2.077, -1.696, 1.653], [-0.078, 3.978, 2.583], [-1.203, 3.178, 3.675], [0.001, -1.458, 4.981], [2.057, -2.468, 6.139], [4.432, -3.272, 6.017], [5.555, -3.536, 3.774], [4.511, -2.554, 1.777], [1.863, -4.011, -0.271], [1.992, -3.871, -1.579], [2.227, -4.938, -2.336], [2.541, -4.671, -3.608], [2.913, -5.703, -4.354], [2.388, -3.479, -4.230], [1.865, -2.508, -3.452], [1.774, -2.568, -2.097], [1.414, -1.331, -4.268], [1.170, -1.452, -5.677], [0.797, -0.309, -6.396], [0.628, 0.909, -5.739], [0.797, 0.910, -4.325], [1.160, -0.184, -3.652], [1.914, -4.967, 0.062], [1.899, -3.227, 0.428], [3.037, -6.625, -3.897], [3.136, -5.590, -5.302], [1.392, -2.408, -6.131], [0.582, -0.412, -7.435], [0.472, 1.854, -6.256], [0.519, 1.750, -3.702], [-5.329, -3.298, 1.891], [-4.124, -2.746, 1.444], [-3.437, -3.350, 0.352], [-2.213, -2.818, 0.011], [-1.585, -1.799, 0.677], [-2.325, -1.173, 1.645], [-3.620, -1.566, 1.981], [-5.713, -4.121, 1.473], [-5.961, -2.767, 2.489], [-3.770, -4.239, -0.223], [-1.563, -3.246, -0.773], [-1.868, -0.374, 2.233], [-4.221, -0.988, 2.668], [-1.408, 8.729, 1.307], [-0.490, 7.960, 0.552], [-0.708, 6.525, 0.588], [-2.002, 6.009, 0.462], [-3.007, 6.657, 0.681], [-1.967, 4.689, -0.235], [-3.119, 4.419, -0.976], [-3.183, 3.278, -1.767], [-2.059, 2.396, -1.782], [-1.009, 2.582, -0.986], [-0.994, 3.674, -0.189], [-2.266, 8.201, 1.185], [0.536, 8.130, 0.927], [-0.530, 8.354, -0.498], [0.078, 5.985, 0.161], [-3.915, 5.187, -0.939], [-4.050, 3.029, -2.331], [-2.013, 1.504, -2.366], [-0.089, 3.723, 0.450]], "forces_ev_per_a": [[-0.48, 0.61, 0.13], [-2.14, 1.16, 0.63], [0.21, -3.17, 0.46], [0.65, 1.44, -0.53], [-2.01, 3.74, 0.02], [3.09, -1.72, -1.37], [-0.81, -1.13, 0.59], [-0.70, 0.71, 0.27], [0.56, -0.57, -0.55], [-0.47, -0.55, 1.56], [-0.08, 0.02, 0.64], [-1.62, 0.25, 1.09], [1.27, -0.48, -0.65], [-0.16, -0.57, 0.10], [-0.04, -0.38, 0.31], [1.00, 0.28, -0.31], [0.30, -0.02, -0.06], [0.83, 0.38, -0.70], [-0.13, 0.03, -0.79], [0.12, 0.29, 0.09], [0.14, -0.05, -0.81], [0.05, -0.18, 0.76], [-0.48, 2.43, -0.79], [0.54, -0.18, -0.23], [-1.22, 1.26, 0.67], [0.49, -2.36, 0.93], [-0.37, -0.26, 0.51], [1.01, -1.28, 1.15], [0.00, -1.45, -1.95], [-0.72, 0.64, -1.28], [0.67, 0.49, 1.36], [0.02, -0.47, 1.09], [0.61, -0.04, 1.40], [-0.37, -1.05, -1.23], [0.02, 0.40, 0.44], [0.19, 0.39, 0.06], [-0.10, -0.12, -0.39], [-0.14, 1.28, -0.58], [0.22, 0.24, -1.02], [-0.27, 0.12, -0.14], [0.09, 0.10, -0.67], [-0.32, -0.35, 0.02], [0.29, 0.31, -0.12], [0.21, 0.78, 0.40], [-1.11, -0.74, -1.05], [0.07, -0.15, 0.27], [1.67, 0.96, 0.72], [-1.69, 0.13, 0.43], [0.37, -0.92, -0.84], [0.42, -0.36, -0.25], [0.09, -0.03, -0.23], [0.62, -0.28, -0.40], [-0.13, 0.69, 0.73], [-0.70, 0.08, 0.29], [0.20, -0.03, -0.42], [0.14, -0.04, 0.33], [-0.88, -1.74, -0.23], [0.51, 1.32, -0.25], [-0.50, -0.57, -0.23], [3.03, 0.16, -1.07], [-0.28, -0.07, 0.25], [-1.09, -1.48, 0.30], [-0.30, 0.17, -0.56], [1.47, -0.53, 0.47], [-0.83, 1.54, 1.16], [-0.34, 0.71, 0.36], [0.82, 0.30, -0.36], [1.13, 1.10, 0.36], [-0.48, 0.09, -0.07], [0.06, -0.57, 0.44], [-1.27, 0.53, 0.67], [0.39, -0.77, -0.12], [-0.53, -0.03, -0.42], [-0.24, -0.41, -0.53], [-0.55, -0.05, -0.25]]}

no.,highest occupied orbital energy (eV)
1,-8.1
2,-12.1
3,-2.9